[1]
This record from the OMol25 dataset describes a structure of composition C35H26MnN3OPSe. The level of theory is ωB97M-V/def2-TZVPD.

```
68
Properties=species:S:1:pos:R:3:lowdin_spin:R:1
Mn 0.178 -0.798 -1.684 3.802
O 2.486 -1.257 -2.898 0.045
N 2.103 -1.168 -1.522 0.227
C 3.127 -1.144 -0.695 0.261
C 3.044 -1.018 0.704 0.077
C 4.256 -1.044 1.439 0.071
C 4.281 -0.878 2.796 0.022
C 3.090 -0.677 3.503 0.114
C 1.890 -0.684 2.825 0.004
C 1.832 -0.863 1.444 0.124
P 0.197 -0.809 0.667 0.052
C -0.645 -2.296 1.293 0.016
C -2.040 -2.316 1.309 0.002
C -2.707 -3.458 1.708 0.000
C -1.993 -4.586 2.079 0.000
C -0.608 -4.576 2.040 0.001
C 0.070 -3.438 1.639 0.005
C -0.583 0.563 1.588 0.014
C -1.460 0.442 2.663 0.004
C -1.978 1.581 3.256 0.001
C -1.623 2.837 2.797 0.002
C -0.711 2.961 1.759 0.000
C -0.194 1.831 1.160 0.005
H 2.128 -2.095 -3.242 0.004
H 4.114 -1.222 -1.144 0.015
H 5.179 -1.188 0.895 0.001
H 5.223 -0.894 3.325 -0.001
H 3.115 -0.511 4.568 0.008
H 0.966 -0.545 3.367 -0.002
H -2.586 -1.434 1.003 0.000
H -3.786 -3.469 1.716 0.000
H -2.517 -5.475 2.394 0.000
H -0.054 -5.461 2.314 0.000
H 1.152 -3.424 1.600 0.001
H -1.742 -0.531 3.040 0.000
H -2.674 1.485 4.078 0.000
H -2.057 3.716 3.248 0.000
H -0.410 3.938 1.413 0.000
H 0.521 1.911 0.348 0.001
C -4.124 -1.356 -1.691 -0.007
C -4.567 -0.070 -1.953 0.022
C -3.654 0.954 -2.102 -0.006
C -2.283 0.718 -1.976 0.007
C -1.809 -0.592 -1.714 -0.098
C -2.764 -1.602 -1.574 0.010
C -1.279 1.770 -2.108 0.012
C -1.607 3.137 -2.084 0.001
C -0.626 4.088 -2.026 0.010
C 0.726 3.684 -2.058 0.002
C 1.794 4.590 -1.938 0.001
C 3.097 4.161 -2.018 0.000
C 3.362 2.817 -2.293 0.003
C 2.337 1.911 -2.417 0.002
C 0.995 2.296 -2.236 0.008
N 0.004 1.355 -2.206 0.024
H -4.829 -2.166 -1.570 -0.001
H -5.625 0.131 -2.051 0.001
H -4.011 1.947 -2.333 -0.001
H -2.449 -2.619 -1.366 0.000
H -2.643 3.432 -2.075 0.000
H -0.869 5.138 -1.948 0.000
H 1.569 5.635 -1.774 0.000
H 3.912 4.859 -1.900 0.000
H 4.384 2.487 -2.416 0.000
H 2.561 0.892 -2.680 0.001
Se -0.100 -5.374 -1.785 0.069
C -0.062 -3.696 -2.149 0.050
N -0.027 -2.533 -2.352 0.014
```

**Multiplicity**: 6
**Max |F|**: 2.12 eV/Å
**HOMO (spin up / spin down)**: -5.34 / -7.85 eV
**E_LUMO (spin up / spin down)**: -0.0274 / -0.0365 Eh

[2]
This record from the OMol25 dataset describes a cluster of 2 separate species, C35H27BF6O3S in total. The level of theory is ωB97M-V/def2-TZVPD.

```
73
Properties=species:S:1:pos:R:3:mulliken_charge:R:1
C 4.060 -1.961 3.609 -1.292
C 3.126 -0.978 3.042 0.684
C 3.468 0.286 2.567 -0.947
C 2.320 0.976 2.103 -0.461
C 1.161 0.203 2.141 1.227
B -1.527 1.550 3.949 1.735
C 0.016 0.300 1.352 0.943
C -0.851 -0.792 1.105 -1.457
C -1.220 -0.995 -0.200 -0.128
C -1.919 -2.270 -0.557 0.884
F -2.844 -2.095 -1.549 -0.248
F -1.052 -3.221 -1.007 -0.285
F -2.589 -2.820 0.502 -0.263
C -0.847 -0.100 -1.222 -1.010
C -0.339 1.151 -0.835 0.054
C 0.005 2.194 -1.863 0.706
F 0.360 3.396 -1.310 -0.269
F 1.048 1.819 -2.665 -0.287
F -1.058 2.450 -2.689 -0.249
C -0.045 1.394 0.486 -1.366
O -1.104 0.346 4.509 -0.752
C -0.267 0.827 5.578 -0.537
C 0.173 2.258 5.174 -0.694
O -0.504 2.514 3.932 -0.607
S 1.476 -1.381 2.866 -0.237
H 5.059 -1.725 3.234 0.371
H 4.027 -1.911 4.706 0.241
H 3.734 -2.958 3.292 0.351
H 4.494 0.666 2.590 0.386
H 2.328 1.946 1.625 0.556
H -1.175 -1.319 2.011 0.515
H -1.039 -0.324 -2.273 0.511
H 0.283 2.322 0.970 1.193
H -0.907 0.846 6.488 0.259
H 0.582 0.126 5.660 0.305
H -0.239 3.063 5.825 0.337
H 1.276 2.323 5.054 0.290
C -5.463 2.240 8.535 -0.843
O -5.006 1.101 7.770 -0.430
C -4.484 1.361 6.544 0.885
C -4.193 0.220 5.747 -1.238
C -3.588 0.370 4.541 -0.056
C -3.113 1.662 4.037 0.792
C -2.368 1.749 2.605 1.875
C -2.182 3.113 2.063 -0.114
C -2.659 3.183 0.741 0.084
C -2.508 4.316 -0.043 -0.073
C -1.911 5.444 0.502 -1.117
C -1.548 5.431 1.858 -1.290
C -1.703 4.293 2.640 -0.073
C -3.277 1.898 0.434 -0.227
C -3.138 1.029 1.557 -0.528
C -3.987 -0.074 1.565 0.081
C -4.680 -0.438 0.417 -1.023
C -4.637 0.316 -0.751 -1.262
C -3.954 1.522 -0.709 0.138
C -3.628 2.791 4.752 -0.902
C -4.218 2.644 6.001 -0.875
H -5.891 1.760 9.415 0.265
H -4.614 2.889 8.802 0.336
H -6.227 2.819 7.988 0.339
H -4.371 -0.750 6.223 0.403
H -3.232 -0.548 4.079 0.248
H -2.806 4.285 -1.087 0.432
H -1.711 6.330 -0.102 0.369
H -1.067 6.316 2.293 0.397
H -1.427 4.383 3.676 0.394
H -4.164 -0.651 2.463 0.388
H -5.252 -1.351 0.420 0.389
H -5.139 -0.023 -1.651 0.424
H -3.917 2.159 -1.586 0.403
H -3.400 3.786 4.401 0.559
H -4.420 3.520 6.628 0.390
```

**Energy above the lowest of the compared OMol25 structures with the same formula, charge and spin**: 0.000 eV
**Max |F|**: 5.05 eV/Å
**HOMO**: -7.37 eV
**E_LUMO**: -0.0141 Eh

[3]
This record from the OMol25 dataset describes a structure of composition C35H27N10O10STi. The level of theory is ωB97M-V/def2-TZVPD.

```
84
Properties=species:S:1:pos:R:3:mulliken_charge:R:1
Ti 0.146 -0.270 0.437 -1.218
C 0.385 0.048 4.734 -0.734
C 0.534 -0.509 3.505 -0.455
N 0.458 0.247 2.378 0.698
C 0.319 1.606 2.532 -0.231
C 0.072 2.114 3.833 0.031
N 0.110 1.378 4.905 -0.718
C 0.496 2.372 1.359 0.250
C 0.464 3.782 1.303 -0.814
C 0.786 4.453 0.160 1.072
C 1.175 3.670 -0.976 -0.323
C 1.173 2.318 -0.904 -0.261
N 0.784 1.628 0.221 1.050
C 1.525 1.487 -2.090 0.028
C 0.710 1.493 -3.217 -0.223
N 0.905 0.673 -4.245 -0.667
C 1.942 -0.150 -4.142 -0.363
C 2.788 -0.125 -3.041 -0.448
N 2.583 0.685 -2.010 -0.498
C 0.729 5.925 0.084 0.540
C 0.451 6.580 -1.114 -0.532
C 0.396 7.964 -1.141 -0.358
N 0.598 8.740 -0.078 -0.680
C 0.869 8.112 1.067 -0.363
C 0.949 6.736 1.197 -0.512
H 0.436 -0.559 5.628 0.408
H 0.680 -1.571 3.363 0.532
H -0.157 3.166 3.970 0.393
H 0.163 4.330 2.185 0.372
H 1.499 4.142 -1.895 0.671
H -0.134 2.171 -3.272 0.620
H 2.104 -0.849 -4.955 0.438
H 3.654 -0.777 -2.990 0.466
H 0.253 6.020 -2.019 0.371
H 0.171 8.479 -2.070 0.361
H 1.041 8.748 1.929 0.361
H 1.204 6.304 2.156 0.418
O -3.126 1.259 2.080 -0.772
C -2.526 0.344 1.552 0.070
O -1.663 0.531 0.579 0.211
C -2.791 -1.077 1.971 0.627
C -3.922 -1.322 2.708 -0.473
C -4.258 -2.618 3.082 -0.586
C -3.469 -3.688 2.710 -0.453
C -2.340 -3.460 1.959 -0.486
C -1.919 -2.144 1.590 0.625
O -0.800 -1.950 1.005 -0.369
N -1.563 -4.634 1.564 1.017
O -0.948 -4.605 0.518 -0.552
O -1.587 -5.600 2.314 -0.649
N -5.462 -2.863 3.861 1.041
O -5.738 -4.017 4.149 -0.665
O -6.147 -1.906 4.174 -0.643
H -4.550 -0.488 2.989 0.649
H -3.732 -4.695 2.996 0.616
O 1.902 -1.382 0.441 -0.301
N 2.054 -2.264 -0.463 -0.961
N 1.207 -2.129 -1.410 1.379
O 0.329 -1.152 -1.376 0.563
C 1.147 -3.063 -2.486 -0.020
C 0.157 -2.893 -3.439 0.037
C 0.089 -3.781 -4.503 -0.878
C 0.999 -4.821 -4.611 -0.513
C 1.984 -4.977 -3.642 -0.532
C 2.067 -4.100 -2.574 -0.581
H -0.545 -2.080 -3.328 0.477
H -0.687 -3.657 -5.248 0.421
H 0.939 -5.514 -5.440 0.406
H 2.692 -5.793 -3.713 0.402
H 2.821 -4.216 -1.809 0.473
O -4.059 -0.413 -1.637 -0.762
S -2.718 0.039 -2.118 0.691
C -2.697 1.858 -1.871 -0.078
C -3.073 2.558 -3.181 -0.736
C -3.744 1.518 -4.078 -0.742
C -2.890 0.271 -3.918 -0.757
H -1.732 2.150 -1.458 -0.611
H -3.438 1.990 -1.082 0.748
H -2.175 2.926 -3.685 0.167
H -3.713 3.422 -2.997 0.412
H -3.803 1.850 -5.117 0.401
H -4.757 1.306 -3.729 0.297
H -1.882 0.410 -4.325 0.143
H -3.327 -0.644 -4.317 0.563
```

**Energy above the lowest of the compared OMol25 structures with the same formula, charge and spin**: 0.286 eV
**Max |F|**: 0.50 eV/Å
**HOMO (spin up / spin down)**: -3.67 / -3.67 eV
**Net charge**: -1
**E_LUMO (spin up / spin down)**: 0.0596 / 0.0594 Eh

[4]
This record from the OMol25 dataset describes a structure of composition C35H28BiF5N4OPSe. The level of theory is ωB97M-V/def2-TZVPD.

```
76
Properties=species:S:1:pos:R:3:mulliken_charge:R:1
Bi 0.522 1.248 0.555 1.547
N 0.960 -0.140 3.059 -0.137
C -0.134 -0.916 3.486 0.396
C -0.393 -1.100 4.843 -0.588
C -1.486 -1.840 5.254 -0.703
C -2.340 -2.422 4.323 -0.869
C -2.107 -2.226 2.977 -0.507
C -1.016 -1.465 2.544 0.012
P -0.827 -1.094 0.797 0.688
C 0.181 -2.372 0.019 0.626
C 0.500 -2.257 -1.335 -0.036
C 1.306 -3.206 -1.938 -1.032
C 1.801 -4.271 -1.194 -0.704
C 1.485 -4.387 0.151 -0.787
C 0.676 -3.438 0.761 -0.705
C -2.476 -1.167 0.083 0.685
C -3.449 -0.314 0.607 -0.252
C -4.739 -0.352 0.107 -0.761
C -5.061 -1.233 -0.918 -0.582
C -4.097 -2.085 -1.436 -0.772
C -2.803 -2.060 -0.934 -0.381
H 1.621 -0.611 2.440 0.149
H 1.465 0.285 3.826 0.256
H 0.278 -0.664 5.574 0.396
H -1.670 -1.971 6.313 0.420
H -3.186 -3.012 4.648 0.450
H -2.786 -2.649 2.247 0.515
H 0.098 -1.439 -1.922 0.537
H 1.543 -3.120 -2.992 0.490
H 2.425 -5.017 -1.669 0.412
H 1.858 -5.224 0.727 0.437
H 0.426 -3.534 1.811 0.439
H -3.192 0.382 1.396 0.451
H -5.492 0.311 0.512 0.440
H -6.069 -1.257 -1.310 0.400
H -4.352 -2.777 -2.229 0.441
H -2.062 -2.736 -1.336 0.477
Se -1.298 2.700 1.827 -0.317
C -2.102 3.676 0.385 0.045
C -3.490 3.714 0.311 -0.406
C -4.108 4.413 -0.715 -0.563
C -3.346 5.062 -1.677 -0.520
C -1.961 5.032 -1.595 -0.602
C -1.338 4.352 -0.557 -0.138
H -4.087 3.190 1.047 0.421
H -5.189 4.442 -0.768 0.400
H -3.830 5.597 -2.483 0.411
H -1.362 5.550 -2.333 0.415
H -0.257 4.360 -0.484 0.448
C 4.703 -2.061 -0.513 -0.973
N 4.794 -0.682 -0.034 0.141
C 5.883 0.078 -0.306 -0.138
C 5.966 1.366 0.082 -0.948
C 4.835 1.891 0.777 0.944
N 3.768 1.158 1.048 -0.298
C 3.711 -0.137 0.652 0.168
O 2.721 -0.850 0.870 -0.634
N 4.823 3.177 1.166 -0.408
H 5.704 -2.484 -0.565 0.408
H 4.233 -2.093 -1.496 0.304
H 4.092 -2.629 0.180 0.245
H 6.679 -0.417 -0.846 0.396
H 6.839 1.962 -0.135 0.353
H 5.631 3.761 1.056 0.209
H 4.057 3.508 1.727 0.210
F 2.191 1.127 -1.982 -0.301
C 0.941 1.157 -2.507 0.328
C -0.143 1.284 -1.659 -0.170
C -1.388 1.294 -2.260 -0.208
F -2.498 1.418 -1.535 -0.364
C -1.550 1.167 -3.630 0.167
F -2.760 1.167 -4.178 -0.326
C -0.434 1.035 -4.439 0.786
F -0.577 0.913 -5.747 -0.313
C 0.831 1.031 -3.877 0.296
F 1.907 0.899 -4.650 -0.316
```

**Energy above the lowest of the compared OMol25 structures with the same formula, charge and spin**: 0.000 eV
**Max |F|**: 0.21 eV/Å
**HOMO**: -10.53 eV
**Net charge**: +1
**E_LUMO**: -0.1021 Eh

[5]
This record from the OMol25 dataset describes a structure of composition C35H29Br3IrN4O6. The level of theory is ωB97M-V/def2-TZVPD.

```
78
Properties=species:S:1:pos:R:3:lowdin_spin:R:1
Ir 0.388 -0.622 0.377 0.824
C -2.200 -1.182 4.015 0.000
O -2.047 0.127 4.563 0.000
C -1.220 1.077 4.016 0.000
C -1.265 2.299 4.638 -0.002
C -0.462 3.374 4.221 0.000
C 0.391 3.182 3.166 -0.001
C 0.454 1.952 2.483 0.000
C 1.431 1.887 1.420 -0.003
N 1.662 0.929 0.593 0.006
N 2.786 1.202 -0.193 0.000
C 3.186 0.326 -1.030 0.002
O 2.703 -0.858 -1.364 0.003
C 4.485 0.618 -1.722 0.000
C 5.136 -0.391 -2.422 0.000
C 6.335 -0.132 -3.076 0.000
C 6.888 1.139 -3.046 0.000
C 6.237 2.151 -2.350 0.000
C 5.047 1.890 -1.688 0.000
C -0.380 0.861 2.868 0.000
O -0.409 -0.269 2.267 0.004
H -2.659 -1.156 3.027 0.000
H -2.865 -1.691 4.714 0.000
H -1.256 -1.714 3.944 0.000
H -1.949 2.405 5.472 0.000
H -0.520 4.331 4.724 0.000
H 1.034 3.989 2.832 0.000
H 2.089 2.748 1.317 0.000
H 4.692 -1.377 -2.442 0.000
H 6.833 -0.929 -3.615 0.000
H 7.817 1.343 -3.564 0.000
H 6.658 3.149 -2.326 0.000
H 4.526 2.663 -1.139 0.000
Br 2.772 -5.539 1.444 0.001
C 0.989 -5.063 0.998 0.001
C 0.045 -6.071 0.864 0.001
C -1.259 -5.777 0.561 -0.002
Br -2.516 -7.218 0.452 0.000
C -1.675 -4.443 0.353 0.000
C -3.002 -4.055 0.054 -0.004
C -3.297 -2.740 -0.132 0.000
C -2.276 -1.781 -0.050 -0.001
N -1.033 -2.113 0.221 0.004
C -0.702 -3.414 0.453 0.001
C 0.697 -3.678 0.850 0.007
O 1.507 -2.754 1.041 0.081
H 0.340 -7.102 1.008 0.000
H -3.774 -4.809 -0.019 0.000
H -4.305 -2.421 -0.362 0.000
H -2.455 -0.730 -0.233 0.001
C -0.632 -1.148 -2.874 0.001
C 0.826 -0.715 -2.774 0.002
C 0.920 0.786 -3.124 0.001
C 1.659 -1.521 -3.777 0.000
N 1.232 -1.003 -1.414 0.001
H -0.961 -1.070 -3.915 0.000
H -1.271 -0.497 -2.277 0.000
H -0.739 -2.183 -2.544 0.000
H 0.510 0.997 -4.119 0.000
H 1.963 1.118 -3.112 0.000
H 0.348 1.357 -2.389 0.000
H 1.223 -1.429 -4.777 0.000
H 1.672 -2.575 -3.488 0.000
H 2.689 -1.163 -3.824 0.000
Br -6.830 4.651 -0.635 0.000
C -5.207 4.012 0.163 0.000
C -4.895 4.433 1.445 0.000
C -3.717 3.970 2.017 0.000
C -2.883 3.110 1.314 0.000
C -3.218 2.694 0.032 0.003
C -4.396 3.151 -0.551 0.001
C -2.308 1.721 -0.748 0.006
O -2.743 1.331 -1.846 0.002
O -1.242 1.417 -0.162 0.059
H -5.555 5.103 1.980 0.000
H -3.447 4.281 3.020 0.000
H -1.959 2.746 1.745 0.000
H -4.640 2.812 -1.549 0.000
```

**Energy above the lowest of the compared OMol25 structures with the same formula, charge and spin**: 1.915 eV
**Multiplicity**: 2
**Max |F|**: 1.12 eV/Å
**HOMO (spin up / spin down)**: -1.45 / -1.28 eV
**Net charge**: -2
**E_LUMO (spin up / spin down)**: 0.1408 / 0.1408 Eh

[6]
This record from the OMol25 dataset describes a structure of composition C35H29BrCoF4N2O3PS. The level of theory is ωB97M-V/def2-TZVPD.

```
77
Properties=species:S:1:pos:R:3:lowdin_spin:R:1
Co 0.054 0.411 0.270 1.032
F -0.240 6.987 -1.470 0.000
C -0.072 5.916 -0.709 0.000
C -0.316 5.969 0.661 0.000
F -0.698 7.106 1.228 0.000
C -0.142 4.829 1.447 0.000
F -0.336 4.948 2.758 0.000
C 0.263 3.609 0.911 -0.001
P 0.302 2.023 1.870 -0.022
C 1.879 2.082 2.771 -0.004
C 3.037 2.702 2.308 -0.002
C 4.218 2.566 3.022 0.000
C 4.258 1.818 4.188 -0.002
C 3.106 1.199 4.648 0.000
C 1.932 1.308 3.929 -0.002
C -0.980 2.195 3.145 -0.001
C -2.218 1.617 2.866 0.001
C -3.265 1.749 3.761 0.000
C -3.077 2.443 4.945 0.000
C -1.833 2.977 5.248 0.000
C -0.783 2.849 4.360 -0.001
C 0.519 3.596 -0.461 0.000
Br 1.205 2.051 -1.298 0.037
C 0.369 4.716 -1.264 0.001
F 0.656 4.642 -2.560 0.001
H 3.024 3.300 1.406 0.000
H 5.114 3.060 2.674 0.000
H 5.184 1.714 4.736 0.000
H 3.121 0.636 5.569 0.000
H 1.040 0.800 4.268 0.000
H -2.360 1.066 1.945 0.001
H -4.227 1.314 3.528 0.000
H -3.900 2.566 5.632 0.000
H -1.681 3.504 6.176 0.000
H 0.176 3.278 4.600 0.000
O -1.237 -1.186 -0.610 0.002
C -2.625 -0.900 -0.603 0.001
C -2.777 0.744 -0.604 0.000
O -3.885 1.187 -0.731 -0.002
O -1.676 1.295 -0.437 -0.009
C -3.307 -1.572 -1.770 0.000
C -4.130 -0.938 -2.688 0.000
C -4.768 -1.678 -3.670 0.000
C -4.591 -3.048 -3.745 0.000
C -3.748 -3.681 -2.847 0.000
C -3.102 -2.951 -1.869 0.000
C -3.267 -1.330 0.689 0.001
C -4.652 -1.240 0.821 0.000
C -5.271 -1.755 1.946 0.000
C -4.522 -2.349 2.952 0.000
C -3.143 -2.393 2.841 0.000
C -2.512 -1.877 1.723 0.002
H -1.011 -1.551 -1.476 0.000
H -4.285 0.128 -2.642 0.000
H -5.415 -1.180 -4.375 0.000
H -5.112 -3.619 -4.499 0.000
H -3.607 -4.749 -2.905 0.000
H -2.456 -3.455 -1.162 0.000
H -5.233 -0.770 0.043 0.000
H -6.344 -1.698 2.037 0.000
H -5.013 -2.771 3.817 0.000
H -2.558 -2.841 3.627 0.000
H -1.436 -1.930 1.637 0.002
C 5.532 -0.691 1.459 -0.001
N 4.100 -0.885 1.534 -0.005
C 3.196 -0.714 0.572 -0.006
S 1.615 -1.271 0.910 -0.020
N 3.442 -0.198 -0.631 -0.005
C 4.510 0.677 -1.076 0.000
H 5.974 -1.032 2.390 0.000
H 5.773 0.362 1.335 0.000
H 5.963 -1.263 0.638 0.000
H 3.748 -1.376 2.344 0.000
H 2.664 -0.283 -1.271 0.000
H 5.438 0.132 -1.237 0.000
H 4.673 1.485 -0.364 0.000
H 4.201 1.117 -2.020 0.000
```

**Multiplicity**: 2
**Max |F|**: 4.18 eV/Å
**HOMO (spin up / spin down)**: -10.64 / -10.64 eV
**Net charge**: +1
**E_LUMO (spin up / spin down)**: -0.1527 / -0.1113 Eh

Among the records above, which one has the lowest max |F|? C35H28BiF5N4OPSe